{
  "formula": "C56H64CoNO6",
  "method": "the ωB97M-V functional and the def2-TZVPD basis",
  "orbital_gap_ev": [6.3, 6.3],
  "multiplicity": 2,
  "charge": -1,
  "s_squared": 0.755,
  "homo_energy_ev": [-4.32, -4.29],
  "lumo_ev": [2.007, 2.016],
  "species": ["Co", "O", "O", "O", "O", "O", "O", "N", "C", "C", "C", "C", "C", "C", "C", "C", "C", "C", "C", "C", "C", "C", "C", "C", "C", "C", "C", "C", "C", "C", "C", "C", "C", "C", "C", "C", "C", "C", "C", "C", "C", "C", "C", "C", "C", "C", "C", "C", "C", "C", "C", "C", "C", "C", "C", "C", "C", "C", "C", "C", "C", "C", "C", "C", "H", "H", "H", "H", "H", "H", "H", "H", "H", "H", "H", "H", "H", "H", "H", "H", "H", "H", "H", "H", "H", "H", "H", "H", "H", "H", "H", "H", "H", "H", "H", "H", "H", "H", "H", "H", "H", "H", "H", "H", "H", "H", "H", "H", "H", "H", "H", "H", "H", "H", "H", "H", "H", "H", "H", "H", "H", "H", "H", "H", "H", "H", "H", "H"],
  "positions_angstrom": [[-1.950, 1.269, 0.167], [-2.175, 0.015, -1.899], [-2.565, -0.495, 0.732], [-4.092, 2.566, 3.211], [0.015, 0.551, 1.060], [-0.773, 2.297, -1.016], [-2.325, 2.217, 1.905], [-3.696, 2.601, -0.297], [-1.629, -2.633, 0.346], [-6.268, 3.742, -0.218], [-0.088, 3.559, 6.643], [0.244, 1.183, 2.277], [-6.198, 3.904, -2.685], [-4.334, 2.814, 0.853], [1.047, 3.221, 1.034], [0.496, 2.106, -1.184], [-1.231, -0.874, -2.394], [-1.353, -2.237, -2.110], [-0.298, -3.740, 2.051], [1.735, 1.896, 7.046], [1.475, 2.532, -0.237], [0.080, 1.235, 4.654], [1.272, 2.953, 3.522], [1.061, -0.339, 0.722], [0.894, 2.361, 4.720], [-4.294, 3.014, -1.441], [-3.382, -0.087, -2.637], [-0.503, -2.626, 2.857], [-2.285, -2.695, -1.018], [5.438, 0.898, -0.729], [0.924, 2.398, 2.295], [-1.389, -0.372, 3.405], [1.743, -5.113, 1.637], [-0.873, -3.702, 0.783], [-0.277, 0.644, 3.452], [-5.613, 3.554, -1.455], [5.143, 0.926, -3.194], [0.486, -4.964, 2.508], [-1.231, -1.522, 2.449], [-3.588, 2.952, -2.655], [0.431, -1.364, -4.038], [-0.635, -3.144, -2.875], [1.842, -3.167, -5.798], [2.817, 2.361, -0.500], [-5.612, 3.378, 0.931], [4.793, 1.661, -1.896], [0.002, 1.051, -3.429], [0.989, 1.514, -2.379], [5.368, 3.084, -1.976], [1.209, 2.967, 6.080], [0.651, -3.702, -4.992], [1.047, -5.066, -4.414], [2.256, 4.084, 6.014], [-0.257, -0.423, -3.285], [0.933, -4.873, 3.973], [3.293, 1.772, -1.670], [-5.502, 3.768, -3.863], [-3.549, 2.493, 2.111], [-1.831, -1.480, 1.158], [0.192, -2.727, -3.915], [2.344, 1.356, -2.594], [-4.181, 3.316, -3.841], [-0.549, -3.877, -5.942], [-0.397, -6.214, 2.374], [-3.156, -2.041, -0.973], [-5.969, 4.041, -4.800], [6.433, 3.059, -2.209], [-0.836, 2.785, 6.791], [-0.078, -2.595, 3.851], [2.498, 4.409, 7.026], [2.275, -6.032, 1.883], [0.998, 1.118, 7.222], [-1.342, -6.061, 2.892], [-7.250, 4.198, -0.195], [0.037, 3.613, 0.856], [1.571, -2.284, -6.372], [-0.341, 0.832, 5.562], [-0.613, -6.436, 1.334], [5.054, -0.121, -0.690], [-0.308, -4.566, -6.750], [-2.612, -3.721, -1.218], [1.823, -4.943, -3.661], [-0.785, -4.196, -2.672], [2.032, 0.169, 0.765], [0.103, 4.047, 7.597], [1.975, 2.353, 8.006], [3.169, 3.733, 5.539], [0.098, -7.081, 2.809], [-0.830, -2.919, -6.376], [0.383, 1.277, -4.428], [1.069, -1.204, 1.398], [5.230, 3.615, -1.038], [1.717, 4.064, 1.232], [5.224, 1.375, 0.224], [4.853, 3.644, -2.755], [2.185, -3.924, -6.503], [-6.043, 3.500, 1.913], [2.409, -4.270, 1.808], [-3.572, -1.120, -2.950], [1.481, -5.134, 0.582], [-7.210, 4.287, -2.687], [1.430, -5.710, -5.206], [0.077, -4.772, 4.638], [-2.269, 0.201, 3.094], [1.806, 3.890, 3.516], [0.194, -5.565, -3.961], [0.879, -0.674, -0.297], [-0.500, 4.289, 5.951], [3.518, 2.718, 0.246], [-1.559, -0.759, 4.414], [-1.410, -4.265, -5.401], [1.879, 4.946, 5.469], [-0.742, -4.533, 0.100], [1.602, -4.030, 4.128], [-0.927, 1.595, -3.259], [1.119, -0.992, -4.781], [2.635, 1.430, 6.651], [2.669, -2.916, -5.136], [-3.623, 3.250, -4.766], [6.520, 0.854, -0.852], [-4.193, 0.250, -1.996], [4.738, -0.085, -3.188], [-3.342, 0.541, -3.535], [2.648, 0.917, -3.531], [1.472, -5.780, 4.250], [-2.563, 2.628, -2.598], [4.749, 1.462, -4.054], [6.226, 0.859, -3.299]],
  "forces_ev_per_a": [[0.912, -0.609, -0.335], [0.429, -0.101, 0.089], [-0.906, 0.739, 0.028], [-0.351, 0.192, -0.372], [-0.416, 0.622, 0.472], [-1.206, 0.476, 0.300], [0.241, -0.208, -0.395], [-0.591, -0.019, 0.967], [-0.260, 0.355, -0.011], [0.496, -0.251, 0.384], [0.140, -0.025, 0.009], [0.358, 0.178, 0.453], [0.035, 0.050, -0.530], [0.641, -0.271, -0.997], [-0.140, -0.036, -0.195], [1.226, 0.064, -0.239], [0.264, -0.328, -0.431], [-0.283, 0.292, 0.099], [0.046, 0.030, 0.100], [-0.056, 0.127, -0.132], [-0.233, 0.066, -0.155], [0.053, 0.066, -0.120], [-0.083, -0.125, 0.068], [0.528, -0.532, -0.195], [0.061, -0.024, -0.049], [-0.656, 0.304, -0.202], [-0.344, -0.088, -0.204], [-0.002, -0.189, -0.167], [0.039, 0.074, 0.182], [-0.034, 0.110, -0.171], [-0.157, -0.257, -0.277], [-0.143, 0.024, -0.209], [-0.208, -0.038, 0.164], [0.101, -0.004, 0.233], [-0.041, -0.056, -0.233], [0.311, -0.096, 0.216], [-0.108, 0.153, 0.247], [0.078, -0.092, 0.041], [-0.261, 0.072, -0.232], [0.046, 0.102, -0.469], [-0.020, -0.060, 0.008], [0.035, 0.109, -0.048], [-0.178, -0.055, 0.118], [-0.042, -0.023, -0.150], [-0.673, 0.304, -0.247], [0.123, 0.016, -0.002], [0.018, 0.101, 0.172], [-0.476, 0.310, 0.298], [0.017, -0.214, -0.008], [0.018, 0.092, 0.189], [0.083, -0.115, -0.138], [-0.081, 0.213, -0.031], [-0.182, -0.192, -0.041], [-0.491, 0.126, 0.187], [-0.079, 0.013, -0.246], [0.020, -0.171, -0.029], [-0.623, 0.231, 0.353], [0.519, -0.205, 0.690], [0.442, -0.823, 0.516], [0.149, 0.047, 0.060], [0.249, 0.129, 0.153], [0.554, -0.223, 0.383], [0.181, -0.048, 0.057], [0.144, 0.125, 0.026], [-0.056, -0.095, -0.047], [-0.012, 0.002, -0.027], [0.161, 0.024, -0.002], [-0.131, -0.089, 0.028], [0.033, 0.007, 0.137], [0.019, 0.040, 0.056], [0.098, -0.124, 0.018], [-0.061, -0.116, 0.010], [-0.101, -0.002, 0.053], [-0.066, -0.075, 0.022], [0.116, 0.133, 0.025], [0.030, 0.090, -0.036], [-0.085, -0.134, 0.123], [-0.079, -0.031, -0.174], [-0.040, -0.089, 0.026], [0.046, -0.097, -0.109], [0.021, 0.080, -0.027], [0.064, -0.057, 0.091], [-0.044, -0.102, -0.056], [-0.189, -0.030, -0.038], [-0.011, 0.074, 0.172], [0.025, 0.029, 0.119], [0.134, 0.016, -0.077], [0.086, -0.141, 0.026], [-0.024, 0.080, -0.038], [-0.018, -0.050, 0.017], [-0.066, 0.137, -0.119], [-0.003, 0.067, 0.095], [-0.072, -0.027, -0.012], [-0.005, 0.030, 0.103], [-0.008, 0.071, -0.080], [-0.005, -0.064, -0.037], [0.013, 0.034, 0.056], [0.094, 0.088, -0.048], [0.050, 0.112, 0.140], [0.011, -0.012, -0.137], [-0.062, 0.035, -0.007], [0.000, -0.042, -0.038], [-0.059, 0.041, 0.087], [-0.021, -0.082, 0.196], [0.090, 0.131, 0.007], [-0.032, -0.090, 0.090], [-0.005, -0.025, -0.040], [-0.073, 0.112, -0.076], [0.076, 0.034, 0.078], [-0.013, 0.062, -0.030], [-0.082, -0.051, 0.050], [0.019, 0.113, -0.111], [-0.007, -0.146, -0.034], [0.051, 0.135, 0.069], [0.027, 0.011, -0.152], [0.094, 0.033, -0.107], [0.109, -0.070, -0.038], [0.125, 0.062, 0.027], [0.063, 0.002, 0.011], [0.154, -0.009, -0.012], [-0.021, 0.035, 0.034], [-0.058, -0.096, -0.059], [0.038, -0.105, 0.100], [0.105, -0.121, -0.145], [0.028, -0.069, -0.011], [0.237, -0.108, 0.022], [-0.026, -0.005, -0.158], [0.082, 0.007, -0.007]]
}